Entry 1:
DFT (the ωB97M-V functional and the def2-TZVPD basis) results for a single C4H8Br2O molecule.

Last column: Löwdin charge in e.
Atoms and positions in Å:
C -0.969 -0.519 2.260  -0.118
C -0.179 0.237 1.225  -0.814
Br -0.974 2.147 1.119  0.539
O -0.304 -0.334 0.023  -0.221
C 0.806 0.316 -1.076  -0.722
C 0.341 -0.258 -2.416  -0.105
Br 2.531 -0.047 -0.539  0.818
H -2.079 -0.520 1.905  0.116
H -0.843 -0.346 3.337  0.089
H -0.657 -1.501 2.002  0.060
H 0.922 0.378 1.435  0.062
H 0.792 1.399 -0.976  0.038
H 0.349 -1.283 -2.607  0.052
H 0.940 0.223 -3.311  0.128
H -0.677 0.109 -2.381  0.077

Atomic forces in eV per Å
C -2.062 -0.208 -1.332
C 1.143 1.426 0.867
Br 0.382 -0.175 0.156
O 2.082 0.962 -3.046
C -2.523 -1.652 0.878
C 0.976 3.508 -0.615
Br 1.595 -0.859 0.496
H 1.810 0.290 1.011
H 0.053 0.448 -0.648
H 0.284 -1.395 0.404
H -1.279 0.226 0.418
H -1.019 -0.132 -0.178
H 0.237 -1.752 0.508
H -1.245 -0.613 1.898
H -0.432 -0.074 -0.817

Calculated values
E_HOMO: -9.847 eV
relative energy (zero: lowest compared OMol25 entry of this formula, charge and spin): 48.4 kJ/mol
Kohn-Sham gap: 10.54 eV

Entry 2:
DFT (the ωB97M-V functional and the def2-TZVPD basis) results for a molecular structure, C4H8BrCl3NO8P2V.

Last column: Löwdin charge in e.
Atoms and positions in Å:
V -0.946 1.291 0.262  0.728
N 0.742 -2.125 -1.742  0.178
C 0.616 -1.834 -0.304  -0.511
C 1.412 -2.996 0.370  -0.034
P -1.096 -1.811 0.196  0.385
O -1.835 -2.561 -1.014  -0.096
O -1.258 -2.295 1.559  -0.207
O -1.604 -0.346 -0.110  -0.391
P 1.658 -0.363 -0.083  0.409
O 2.024 -0.469 1.462  -0.080
O 2.720 -0.362 -1.112  -0.220
O 0.729 0.872 -0.218  -0.385
H 0.702 -3.114 -1.960  0.173
H 1.694 -1.766 -2.014  0.157
H 0.069 -1.644 -2.310  0.161
H 0.904 -3.943 0.219  0.102
H 1.497 -2.823 1.449  0.102
H 2.374 -3.007 -0.138  0.100
H -2.419 -3.271 -0.679  0.126
H 2.941 -0.333 1.696  0.117
Cl -0.772 6.521 0.073  0.679
C -1.017 4.881 0.623  -1.402
Cl -1.977 4.718 2.173  0.605
Cl 0.620 4.072 0.781  0.587
C -2.019 4.062 -0.382  -0.661
O -2.770 4.639 -1.107  0.152
O -1.927 2.749 -0.206  -0.218
Br -1.061 1.259 2.516  0.445

Atomic forces in eV per Å
V -1.024 1.541 0.517
N 1.291 0.315 -1.215
C 1.131 -1.272 0.366
C -0.541 0.495 0.276
P -1.804 0.521 0.572
O 0.143 -0.715 0.682
O -0.008 -0.234 -0.205
O 0.368 0.313 -0.351
P 1.215 0.830 0.596
O -0.555 0.109 -0.935
O -0.460 -0.600 0.587
O -0.330 0.392 -0.054
H -0.262 -0.344 0.060
H -0.326 -0.080 -0.036
H -0.623 0.298 -0.536
H -0.122 -0.168 -0.076
H 0.094 -0.117 -0.436
H 0.327 -0.221 0.331
H 0.193 0.267 -0.286
H 0.615 0.127 0.133
Cl -0.271 -0.505 0.390
C -0.862 -0.903 -0.315
Cl 0.896 0.497 -0.730
Cl -1.202 0.111 -0.114
C 0.743 2.094 0.197
O 0.782 -0.972 0.700
O 0.456 -1.699 -0.120
Br 0.136 -0.080 0.002

Calculated values
E_HOMO (alpha / beta): -13.501 / -13.612 eV
relative energy (zero: lowest compared OMol25 entry of this formula, charge and spin): 3.6 kJ/mol
Kohn-Sham gap (alpha / beta): 7.67 / 8.46 eV
spin multiplicity: 2
charge: +1

Entry 3:
DFT (the ωB97M-V functional and the def2-TZVPD basis) results for 2 unconnected molecules or ions with the total composition C4H8BrI.

Last column: Löwdin charge in e.
Atoms and positions in Å:
C -0.140 1.275 -1.180  -0.190
C -0.852 -1.200 0.958  -0.199
C 0.615 0.759 0.024  -0.868
C 0.433 -0.671 0.352  -0.850
Br 0.678 1.675 1.718  0.725
I 1.004 -2.013 -1.360  0.723
H 0.465 1.302 -2.145  0.092
H -0.513 2.331 -1.146  0.080
H -1.129 0.816 -1.300  0.073
H -1.088 -0.545 1.831  0.059
H -1.713 -1.210 0.280  0.068
H -0.910 -2.195 1.449  0.085
H 1.987 0.629 -0.512  0.185
H 1.162 -0.952 1.032  0.017

Atomic forces in eV per Å
C -1.006 2.178 -1.070
C -1.637 0.505 0.944
C 4.772 -0.651 -2.969
C -1.078 -2.530 -0.619
Br -0.196 0.560 -0.274
I -0.293 0.664 0.553
H -0.830 -0.694 1.380
H 0.862 -0.464 0.659
H 0.462 -0.697 -0.192
H -0.072 -0.076 -0.709
H 0.163 0.348 0.002
H 1.050 0.336 -0.759
H -3.896 0.919 1.991
H 1.698 -0.398 1.063

Calculated values
E_HOMO: -9.476 eV
relative energy (zero: lowest compared OMol25 entry of this formula, charge and spin): 145.7 kJ/mol
Kohn-Sham gap: 9.60 eV

Entry 4:
DFT (the ωB97M-V functional and the def2-TZVPD basis) results for 2 unconnected molecules or ions with the total composition C4H8BrNO3.

Last column: Löwdin charge in e.
Atoms and positions in Å:
C 2.294 -0.186 1.309  -0.021
C -0.774 -0.119 -2.241  -0.033
C 0.822 -0.652 1.155  -0.150
C -0.738 -0.492 -0.740  -0.759
N -1.888 1.530 0.306  -0.370
O -1.592 2.673 -0.086  -0.090
O -2.821 1.201 1.039  -0.150
O 0.415 -0.276 -0.212  -0.107
Br -2.022 -1.445 0.136  0.985
H 2.735 0.291 0.396  0.108
H 2.377 0.436 2.126  0.048
H 2.847 -1.083 1.449  0.062
H -1.822 0.154 -2.466  0.091
H -0.075 0.752 -2.429  0.122
H -0.580 -1.063 -2.711  0.074
H 0.237 -0.056 1.809  0.110
H 0.583 -1.665 1.160  0.079

Atomic forces in eV per Å
C -0.775 -1.653 -2.539
C -1.065 0.755 1.974
C 0.883 2.533 -1.754
C 0.422 2.655 -0.079
N 0.990 -0.913 -1.364
O -1.032 -1.108 1.143
O 0.499 1.375 -0.385
O 0.423 -0.173 -0.397
Br -0.258 -0.769 -0.161
H -0.833 -0.274 0.750
H 0.315 1.340 1.663
H 0.901 -0.589 0.399
H 0.618 0.012 -0.042
H -0.745 -1.375 0.149
H 0.554 -0.228 -0.831
H -1.029 0.212 0.672
H 0.128 -1.800 0.804

Calculated values
E_HOMO (alpha / beta): -7.474 / -7.466 eV
relative energy (zero: lowest compared OMol25 entry of this formula, charge and spin): 497.2 kJ/mol
Kohn-Sham gap (alpha / beta): 7.09 / 7.08 eV

Entry 5:
DFT (the ωB97M-V functional and the def2-TZVPD basis) results for a molecular structure, C4H8BrNO4.

Last column: Löwdin charge in e.
Atoms and positions in Å:
C 0.753 -2.853 1.157  -0.117
C -0.525 1.608 -0.204  0.011
C 0.073 1.650 -2.442  -0.239
C -0.049 -1.978 2.049  -0.720
N -0.437 -0.731 1.684  -0.354
O -0.071 -0.112 0.442  -0.123
O -1.136 -0.023 2.423  -0.118
O 0.578 2.933 -2.407  0.006
O -0.929 1.463 -1.435  -0.018
Br -0.642 -2.536 3.724  0.798
H 0.234 -3.794 0.967  0.073
H 1.719 -3.091 1.605  0.075
H 0.915 -2.338 0.212  0.068
H -1.310 1.806 0.518  0.123
H 0.455 2.041 -0.021  0.133
H 0.912 0.972 -2.263  0.146
H -0.429 1.407 -3.386  0.143
H -0.111 3.575 -2.623  0.114

Atomic forces in eV per Å
C 0.010 -0.012 0.086
C -0.106 -1.686 2.089
C 0.329 -0.280 -0.514
C -0.267 2.481 -1.900
N -0.102 0.146 0.229
O 0.439 -0.891 -0.195
O -0.237 0.436 0.051
O 0.055 0.268 0.075
O -0.150 -0.161 0.225
Br 0.098 -0.092 -0.103
H -0.006 0.003 -0.013
H 0.018 -0.006 -0.010
H 0.005 -0.009 0.016
H 0.089 -0.010 -0.127
H -0.078 -0.139 -0.098
H -0.172 0.057 0.017
H 0.036 0.029 0.265
H 0.040 -0.134 -0.090

Calculated values
E_HOMO: -7.719 eV
relative energy (zero: lowest compared OMol25 entry of this formula, charge and spin): 167.6 kJ/mol
Kohn-Sham gap: 8.04 eV

Entry 6:
DFT (the ωB97M-V functional and the def2-TZVPD basis) results for 2 unconnected molecules or ions with the total composition C4H8BrO2S.

Last column: Löwdin charge in e.
Atoms and positions in Å:
Br 14.793 -8.854 21.210  -0.784
C 19.529 -5.629 21.407  -0.275
C 18.204 -5.494 20.706  -0.229
C 17.870 -6.781 19.947  -0.197
S 19.146 -8.020 20.517  0.671
O 20.226 -7.985 19.573  -0.351
O 18.510 -9.288 20.865  -0.352
C 19.761 -7.040 21.923  -0.223
H 19.639 -4.900 22.212  0.108
H 20.349 -5.367 20.735  0.108
H 18.299 -4.640 20.035  0.108
H 17.406 -5.287 21.419  0.116
H 17.941 -6.636 18.871  0.098
H 16.906 -7.196 20.244  -0.004
H 20.752 -7.454 22.098  0.097
H 19.160 -7.087 22.832  0.108

Atomic forces in eV per Å
Br 0.003 0.235 -0.017
C 2.237 0.598 0.297
C -0.512 -0.030 -0.181
C 0.567 -0.424 0.675
S -2.655 -0.536 0.390
O 0.887 -0.132 -0.555
O 1.231 1.517 -0.209
C -1.209 -0.167 0.007
H -0.208 -0.078 0.172
H -0.092 -0.089 -0.291
H -0.313 -0.006 -0.048
H 0.015 0.017 0.019
H 0.146 -0.423 0.030
H -0.108 -0.167 -0.119
H 0.173 0.574 -0.042
H -0.163 -0.887 -0.126

Calculated values
E_HOMO: -3.530 eV
relative energy (zero: lowest compared OMol25 entry of this formula, charge and spin): 34.0 kJ/mol
Kohn-Sham gap: 6.60 eV
charge: -1

Entry 7:
DFT (the ωB97M-V functional and the def2-TZVPD basis) results for a molecular structure, C4H8Cl2NO2P.

Last column: Löwdin charge in e.
Atoms and positions in Å:
C 0.625 0.228 -0.467  -0.496
C 1.790 0.779 -1.235  -0.013
C -0.342 0.337 2.497  -0.061
C -0.154 -0.867 1.499  -0.208
N 0.874 -0.396 0.641  0.149
O -0.686 0.530 -0.888  -0.227
O -0.264 -1.512 -2.280  -0.291
P -1.200 -0.493 -1.920  -0.185
Cl -1.988 0.602 -3.378  0.400
Cl -3.009 -1.196 -1.131  0.297
H 2.655 0.504 -0.588  0.102
H 1.714 1.837 -1.265  0.058
H 1.793 0.493 -2.268  0.070
H 0.648 0.516 2.929  0.066
H -0.595 1.169 1.792  0.078
H -1.088 0.292 3.362  0.088
H -0.946 -1.045 0.797  0.076
H 0.173 -1.778 1.903  0.098

Atomic forces in eV per Å
C 2.054 3.313 -4.103
C -0.800 -0.173 1.846
C -1.257 -0.157 0.109
C 1.637 2.455 1.721
N -1.396 -3.391 2.042
O 0.432 0.841 1.468
O 0.837 -1.478 -0.787
P -3.017 -0.641 -0.610
Cl 0.200 0.301 -0.367
Cl 1.049 0.188 -0.093
H -0.176 0.110 -1.200
H 0.176 1.404 0.070
H 0.504 -0.853 -0.557
H -0.253 0.097 -0.037
H 0.096 -0.323 1.018
H 0.801 -0.244 -1.400
H -0.889 -0.143 -0.088
H 0.005 -1.307 0.968

Calculated values
E_HOMO (alpha / beta): -5.615 / -10.326 eV
Kohn-Sham gap (alpha / beta): 6.09 / 7.52 eV
spin multiplicity: 3

Entry 8:
DFT (the ωB97M-V functional and the def2-TZVPD basis) results for a single C4H8Cl2Si molecule.

Last column: Löwdin charge in e.
Atoms and positions in Å:
C -2.209 0.116 0.281  -0.104
C -0.850 0.738 0.436  -0.212
C 0.348 0.242 0.060  -0.350
C 1.597 1.180 0.295  -0.157
Si 0.911 -1.544 -0.874  -0.191
Cl 2.733 -1.892 -0.221  0.371
Cl -0.492 -2.972 -0.366  0.263
H -1.969 -0.841 -0.004  -0.039
H -2.825 -0.027 1.240  0.115
H -2.588 0.613 -0.576  0.068
H -0.848 1.653 0.950  0.074
H 2.514 0.583 0.697  0.049
H 1.611 1.640 -0.693  0.063
H 1.311 1.878 1.161  0.085
H 0.757 -1.369 -2.386  -0.036

Atomic forces in eV per Å
C 0.783 0.435 1.783
C 0.722 -1.825 0.055
C 1.031 -0.879 0.000
C -1.097 -1.421 1.904
Si -3.407 3.125 -0.064
Cl 1.348 -0.675 0.258
Cl 0.482 -0.145 -0.029
H -0.045 -2.494 -0.924
H 0.682 1.014 -1.566
H -1.547 0.483 -0.366
H 0.213 1.431 0.574
H -1.435 1.278 -1.354
H 1.265 0.549 0.367
H 0.506 -0.585 -1.608
H 0.500 -0.291 0.971

Calculated values
E_HOMO: -9.306 eV
relative energy (zero: lowest compared OMol25 entry of this formula, charge and spin): 167.4 kJ/mol
Kohn-Sham gap: 10.01 eV

Record-wise total energy values, in eV: -146408.8031, -174023.6719, -82419.0072, -81947.2972, -83994.5851, -89252.1454, -44193.7748, -37201.1878